{"formula": "C6H8O6Rh", "method": "ωB97M-V/def2-TZVPD", "elements": ["O", "C", "C", "O", "O", "C", "H", "H", "H", "H", "H", "O", "O", "C", "C", "O", "C", "H", "H", "H", "Rh"], "xyz": [[-1.17, 2.25, -0.79], [1.61, 0.74, 1.00], [-0.05, 2.36, -1.58], [2.36, 0.88, 1.93], [1.73, 1.50, -0.07], [1.04, 1.32, -1.33], [0.42, 3.36, -1.46], [-0.29, 2.25, -2.66], [1.83, 1.42, -2.09], [0.66, 0.29, -1.39], [-2.01, -2.84, -0.02], [-0.64, 0.54, 1.67], [-1.18, -0.94, -0.44], [-1.07, -2.26, -0.01], [-0.53, -2.26, 1.41], [0.59, -1.35, 1.43], [0.32, -0.09, 1.15], [-0.33, -2.76, -0.67], [-0.12, -3.24, 1.68], [-1.28, -1.93, 2.14], [-1.87, 0.76, 0.08]], "lowdin_spin": [0.573, -0.001, 0.060, 0.007, 0.002, 0.015, 0.012, 0.015, 0.000, -0.001, 0.008, 0.119, 0.413, 0.055, 0.010, 0.022, 0.026, 0.013, 0.000, 0.001, 2.651], "homo_ev": [-14.55, -14.47], "relative_energy_kcal_mol": 0.0, "homo_lumo_gap_ha": [0.365, 0.259], "total_charge": 1, "max_force_ev_per_a": 4.519, "multiplicity": 5}

***

{"formula": "C22H24BrO3Tl", "method": "ωB97M-V/def2-TZVPD", "elements": ["Tl", "C", "C", "C", "H", "C", "C", "H", "H", "H", "H", "C", "C", "C", "H", "C", "C", "H", "H", "H", "H", "O", "C", "C", "C", "C", "C", "H", "H", "H", "H", "H", "H", "H", "H", "H", "H", "Br", "C", "C", "C", "C", "C", "C", "C", "O", "O", "H", "H", "H", "H"], "xyz": [[0.68, 0.22, -0.12], [-0.26, 1.92, 1.82], [-0.23, 2.54, 0.53], [-1.46, 2.17, -0.11], [0.55, 3.19, 0.16], [-2.15, 1.27, 0.73], [-1.40, 1.09, 1.91], [-1.59, 0.37, 2.70], [0.53, 1.95, 2.55], [-1.84, 2.59, -1.03], [-3.07, 0.73, 0.51], [1.34, -2.19, 0.55], [0.38, -2.06, 1.60], [-0.91, -2.21, 1.05], [0.59, -1.77, 2.62], [-0.76, -2.43, -0.34], [0.62, -2.39, -0.66], [1.07, -2.53, -1.63], [2.42, -2.12, 0.64], [-1.85, -2.07, 1.59], [-1.56, -2.55, -1.05], [-0.22, 0.18, -2.35], [-1.25, -0.04, -3.36], [-0.74, 1.16, -4.21], [-2.65, 0.10, -2.78], [-0.98, -1.41, -3.93], [0.36, 1.26, -3.15], [-1.42, 2.03, -4.20], [-0.34, 0.83, -5.18], [1.35, 0.90, -3.46], [0.34, 2.19, -2.57], [-3.37, -0.05, -3.59], [-2.85, 1.09, -2.34], [-2.87, -0.67, -2.02], [-1.32, -1.45, -4.96], [-1.52, -2.16, -3.33], [0.10, -1.64, -3.86], [0.66, 0.09, 4.21], [2.54, 0.26, 4.34], [3.05, 0.14, 5.62], [4.41, 0.20, 5.90], [5.30, 0.38, 4.84], [4.83, 0.50, 3.54], [3.46, 0.45, 3.29], [3.27, 0.67, 1.84], [4.26, 1.02, 1.18], [2.07, 0.44, 1.47], [2.32, -0.01, 6.40], [4.74, 0.09, 6.93], [6.37, 0.45, 4.95], [5.43, 0.68, 2.65]], "mulliken_charge": [0.702, -0.587, -1.076, -0.438, 0.462, -0.708, -0.343, 0.282, 0.736, 0.553, 0.278, -0.956, -0.204, -0.855, 0.463, -0.362, -0.590, 0.417, 0.491, 0.299, 0.486, -0.539, 1.421, -0.757, -1.508, -1.609, -0.385, 0.328, 0.329, 0.201, 0.188, 0.475, 0.284, 0.113, 0.432, 0.321, 0.299, -0.181, 0.191, -0.491, -0.635, -0.392, -1.040, 0.985, 0.251, -0.854, 0.043, 0.365, 0.331, 0.328, 0.457], "homo_ev": 0.75, "relative_energy_kcal_mol": 0.0, "homo_lumo_gap_ha": 0.143, "total_charge": -2, "max_force_ev_per_a": 5.155}

***

{"formula": "C4H8ClN", "method": "ωB97M-V/def2-TZVPD", "elements": ["C", "C", "C", "C", "N", "Cl", "H", "H", "H", "H", "H", "H", "H", "H"], "xyz": [[-0.06, 0.65, 2.10], [-1.18, 0.16, 1.64], [-0.21, -1.80, -0.35], [0.14, 0.25, -1.64], [-0.10, -1.21, -1.55], [-0.56, -3.41, -0.51], [0.21, 1.69, 2.02], [0.40, 0.14, 2.91], [-1.49, -0.81, 1.76], [-1.79, 0.76, 0.83], [1.04, 0.39, -2.11], [-0.63, 0.72, -2.26], [0.01, 0.69, -0.63], [-0.30, -1.52, -2.52]], "mulliken_charge": [-0.382, -0.667, -0.064, -0.689, -0.125, -0.175, 0.270, 0.265, 0.331, 0.224, 0.347, 0.300, 0.101, 0.265], "homo_ev": -8.41, "relative_energy_kcal_mol": 71.9, "homo_lumo_gap_ha": 0.345, "max_force_ev_per_a": 4.686}

***

{"formula": "C2H4IPS", "method": "ωB97M-V/def2-TZVPD", "elements": ["C", "C", "P", "S", "I", "H", "H", "H", "H"], "xyz": [[0.05, -0.97, -0.26], [0.88, 0.18, -0.11], [-0.38, 0.10, 1.25], [-2.14, 1.18, 0.46], [0.93, -2.93, -0.08], [-0.68, -0.98, -1.17], [1.93, 0.13, 0.24], [0.73, 0.93, -0.84], [-1.32, 2.37, 0.51]], "mulliken_charge": [-0.389, -0.520, 0.095, -0.315, 0.014, 0.376, 0.312, 0.263, 0.164], "homo_ev": -9.14, "relative_energy_kcal_mol": 17.4, "homo_lumo_gap_ha": 0.346, "max_force_ev_per_a": 3.168}

***

{"formula": "C56H60OS", "method": "ωB97M-V/def2-TZVPD", "elements": ["C", "S", "O", "C", "H", "H", "H", "H", "H", "H", "C", "C", "C", "C", "C", "C", "H", "H", "H", "H", "H", "H", "C", "C", "C", "C", "C", "C", "H", "H", "H", "H", "H", "H", "C", "C", "C", "C", "C", "C", "H", "H", "H", "H", "H", "H", "C", "C", "C", "C", "C", "C", "H", "H", "H", "H", "H", "H", "C", "C", "C", "C", "C", "C", "H", "H", "H", "H", "H", "H", "C", "C", "C", "C", "C", "C", "H", "H", "H", "H", "H", "H", "C", "C", "C", "C", "C", "C", "H", "H", "H", "H", "H", "H", "C", "C", "C", "C", "C", "C", "H", "H", "H", "H", "H", "H", "C", "C", "C", "C", "C", "C", "H", "H", "H", "H", "H", "H"], "xyz": [[-1.96, -4.84, 1.22], [-3.23, -6.14, 0.87], [-3.88, -5.69, -0.44], [-2.04, -7.48, 0.57], [-1.31, -4.78, 0.49], [-1.50, -5.28, 2.19], [-2.42, -3.85, 1.43], [-1.36, -7.27, -0.20], [-2.49, -8.46, 0.33], [-1.55, -7.38, 1.53], [-2.46, 3.26, -6.57], [-2.16, 2.61, -5.22], [-0.99, 2.88, -4.62], [-0.04, 3.70, -5.20], [-0.28, 4.38, -6.39], [-1.57, 4.10, -7.15], [-3.28, 2.97, -7.12], [-2.94, 2.02, -4.82], [-0.52, 2.51, -3.64], [1.00, 3.90, -4.97], [0.33, 5.20, -6.86], [-1.99, 4.71, -8.03], [0.19, -1.04, -0.10], [-1.02, -0.78, 0.65], [-1.56, 0.68, 0.57], [-0.91, 1.65, -0.30], [0.23, 1.28, -0.90], [0.80, -0.09, -1.00], [0.64, -2.00, -0.07], [-1.56, -1.47, 1.27], [-2.40, 0.96, 1.32], [-1.57, 2.57, -0.23], [0.43, 2.11, -1.59], [1.71, -0.21, -1.62], [0.08, -1.45, 4.55], [-0.31, -2.91, 4.92], [-1.48, -3.46, 4.78], [-2.49, -2.56, 4.33], [-2.35, -1.20, 3.97], [-0.97, -0.59, 4.07], [1.01, -0.89, 4.59], [0.54, -3.54, 5.17], [-1.52, -4.54, 5.00], [-3.44, -3.13, 4.46], [-3.29, -0.79, 3.88], [-0.95, 0.26, 3.66], [2.98, -0.57, -0.30], [3.55, -1.55, -1.35], [3.32, -1.33, -2.63], [2.39, -0.35, -3.05], [1.84, 0.59, -2.14], [2.03, 0.32, -0.65], [3.19, -0.80, 0.73], [3.99, -2.33, -0.99], [3.78, -1.94, -3.42], [1.98, -0.29, -3.94], [1.16, 1.55, -2.37], [1.84, 0.88, 0.15], [3.27, 2.12, 2.47], [2.19, 1.21, 2.08], [2.20, -0.19, 2.50], [3.39, -0.54, 3.20], [4.28, 0.27, 3.78], [4.23, 1.70, 3.38], [3.15, 3.15, 2.21], [1.39, 1.59, 1.64], [1.56, -0.82, 2.14], [3.41, -1.58, 3.44], [5.22, -0.18, 4.34], [4.99, 2.45, 3.73], [-2.81, -3.37, -2.79], [-3.75, -3.25, -3.99], [-3.73, -2.20, -4.92], [-2.79, -1.22, -4.73], [-1.85, -1.21, -3.66], [-1.87, -2.32, -2.76], [-2.87, -3.83, -1.93], [-4.68, -4.06, -4.17], [-4.41, -2.19, -5.63], [-2.80, -0.27, -5.45], [-1.11, -0.42, -3.57], [-1.23, -2.25, -1.85], [4.38, 4.36, -1.63], [4.57, 5.45, -2.73], [3.44, 6.02, -3.42], [2.19, 5.70, -3.03], [1.93, 4.68, -2.14], [3.13, 3.92, -1.36], [5.38, 4.03, -1.11], [5.55, 5.71, -3.13], [3.58, 6.92, -3.91], [1.28, 6.29, -3.47], [0.98, 4.19, -2.15], [2.94, 3.13, -0.81], [-5.34, 3.88, 3.71], [-5.93, 5.30, 3.96], [-5.01, 6.42, 3.93], [-3.64, 6.20, 3.46], [-3.14, 4.90, 3.11], [-3.97, 3.66, 3.40], [-6.21, 3.12, 3.79], [-6.87, 5.49, 4.37], [-5.08, 7.59, 4.14], [-2.89, 7.17, 3.30], [-1.95, 4.87, 2.78], [-3.79, 2.62, 2.88], [1.55, -5.04, 3.00], [2.75, -6.11, 3.14], [3.91, -5.80, 2.48], [4.05, -4.64, 1.63], [2.96, -3.68, 1.45], [1.64, -3.91, 2.16], [0.58, -5.26, 3.62], [2.68, -6.99, 3.81], [4.61, -6.59, 2.47], [5.07, -4.41, 1.14], [3.14, -2.80, 0.76], [0.86, -3.10, 2.17]], "mulliken_charge": [-0.779, 0.423, -0.600, -0.917, 0.505, 0.150, 0.208, 0.318, 0.339, 0.336, -0.669, -0.542, -0.217, -0.172, -0.526, -0.368, 0.447, 0.658, 0.372, 0.505, 0.307, 0.261, -1.821, -0.565, -1.054, -0.471, 1.133, 1.465, 0.867, 0.630, 0.064, 0.463, -0.253, 0.320, -0.575, -0.755, -0.273, -0.259, -0.761, -0.893, 0.650, 0.573, 0.476, 0.304, 0.508, 1.087, -0.470, -1.949, -0.431, -1.692, 0.186, 0.554, 1.344, 0.888, 0.386, 0.780, -0.076, -0.522, -1.256, -0.272, -1.392, -0.327, -0.650, -0.363, 0.544, 0.865, 2.183, 0.405, 0.258, 0.331, -0.781, -0.165, -0.739, -0.133, -0.201, 0.390, 0.546, 0.136, 0.626, 0.116, 0.224, -0.018, -0.627, -0.362, -0.538, -0.344, -0.491, -0.083, 0.263, 0.347, 0.417, 0.261, 0.580, 0.669, -0.158, -0.615, -0.153, -0.256, -0.016, -0.122, 0.258, 0.380, 0.200, 0.188, 0.182, 0.119, -0.256, -0.850, -0.538, -0.437, 0.195, 0.353, 0.174, 0.370, 0.362, 0.274, -0.202, 0.231], "homo_ev": -5.96, "relative_energy_kcal_mol": 394.4, "homo_lumo_gap_ha": 0.189, "max_force_ev_per_a": 13.805}

***

{"formula": "C5H30N3O7", "method": "ωB97M-V/def2-TZVPD", "elements": ["N", "C", "C", "C", "N", "C", "N", "C", "H", "H", "H", "H", "H", "H", "H", "H", "H", "H", "H", "H", "H", "H", "H", "H", "H", "H", "O", "H", "H", "O", "H", "H", "O", "H", "H", "O", "H", "H", "O", "H", "H", "O", "H", "H", "O"], "xyz": [[-0.76, -1.51, -0.99], [0.06, -1.11, 0.27], [0.25, -2.42, 1.03], [0.41, -2.25, 2.57], [0.29, -0.97, 3.20], [1.40, -0.32, 0.14], [1.29, 1.02, 0.74], [0.74, 1.95, -0.29], [-0.49, -1.04, -1.87], [-0.57, -2.50, -1.13], [-1.78, -1.37, -0.77], [-0.66, -0.50, 0.84], [-0.62, -3.07, 0.91], [1.10, -2.92, 0.55], [-0.41, -2.86, 2.99], [1.36, -2.71, 2.90], [-0.49, -0.31, 3.03], [1.14, -0.39, 3.09], [1.68, -0.44, -0.89], [2.16, -0.87, 0.70], [2.21, 1.35, 1.04], [0.52, 1.44, -1.22], [-0.18, 2.44, 0.06], [1.42, 2.80, -0.43], [4.87, -1.93, 0.57], [3.91, -1.52, 1.54], [4.29, -1.16, 0.73], [-2.22, 1.41, 1.07], [-3.43, 2.09, 1.07], [-2.98, 1.48, 0.46], [0.35, 0.15, -3.64], [-1.11, 0.70, -3.33], [-0.59, -0.12, -3.46], [0.06, 1.81, 2.06], [-0.03, 1.89, 3.58], [-0.59, 1.80, 2.80], [-4.20, -1.11, -0.84], [-3.48, -0.34, 0.26], [-3.43, -1.17, -0.26], [0.97, 2.15, -4.05], [2.41, 1.48, -4.01], [1.53, 1.47, -3.63], [-2.46, 2.13, -1.88], [-2.04, 3.15, -2.83], [-1.88, 2.21, -2.66]], "lowdin_spin": [0.003, 0.002, 0.075, 0.089, 0.708, 0.000, 0.046, 0.005, 0.000, 0.001, 0.000, 0.000, 0.002, 0.003, 0.020, 0.006, 0.016, 0.014, 0.000, 0.000, 0.000, 0.001, 0.002, 0.001, 0.000, 0.000, 0.000, 0.000, 0.000, 0.000, 0.000, 0.000, 0.000, 0.000, 0.000, 0.003, 0.000, 0.000, 0.000, 0.000, 0.000, 0.000, 0.000, 0.000, 0.000], "homo_ev": [-16.63, -16.44], "relative_energy_kcal_mol": 11.0, "homo_lumo_gap_ha": [0.391, 0.187], "total_charge": 2, "max_force_ev_per_a": 3.168, "multiplicity": 2}

***

{"formula": "AgH14O7", "method": "ωB97M-V/def2-TZVPD", "elements": ["Ag", "O", "H", "H", "O", "H", "H", "O", "H", "H", "O", "H", "H", "O", "H", "H", "O", "H", "H", "O", "H", "H"], "xyz": [[0.05, 0.16, 0.12], [1.77, 0.16, 1.48], [2.68, -0.08, 1.30], [1.78, 0.51, 2.37], [-1.39, -0.92, -1.36], [-1.55, -1.49, -2.11], [-2.25, -0.72, -1.00], [-1.18, 0.87, 1.89], [-1.80, 1.57, 1.74], [-1.44, 0.49, 2.73], [1.30, 1.22, -1.65], [1.42, 2.16, -1.78], [2.09, 0.82, -2.03], [1.49, -1.46, -1.02], [2.33, -1.16, -1.37], [1.55, -2.42, -1.03], [-0.61, -1.78, 1.33], [-0.22, -2.04, 2.17], [-1.30, -2.42, 1.18], [-1.33, 1.92, -0.82], [-1.95, 2.51, -0.39], [-1.44, 2.11, -1.76]], "lowdin_spin": [1.056, 0.144, 0.033, 0.032, 0.091, 0.021, 0.026, 0.105, 0.031, 0.028, 0.086, 0.019, 0.022, 0.058, 0.022, 0.016, 0.058, 0.021, 0.018, 0.068, 0.024, 0.019], "homo_ev": [-6.57, -15.37], "relative_energy_kcal_mol": 2.7, "homo_lumo_gap_ha": [0.143, 0.305], "total_charge": 1, "max_force_ev_per_a": 0.983, "multiplicity": 3}

***

{"formula": "C3H8N3O", "method": "ωB97M-V/def2-TZVPD", "elements": ["C", "C", "C", "N", "N", "N", "O", "H", "H", "H", "H", "H", "H", "H", "H"], "xyz": [[-0.79, 0.24, -1.36], [-0.86, 1.56, -0.61], [1.14, -1.00, -0.15], [-0.28, -0.89, -1.53], [1.10, 0.07, 0.60], [0.35, -0.17, 1.79], [-1.72, 1.10, -1.62], [-0.06, 2.36, -0.94], [-1.42, 1.66, 0.32], [0.68, -1.89, 0.29], [1.93, -0.91, -0.81], [-0.72, -1.43, -2.24], [1.08, -0.12, 2.54], [-0.13, -1.14, 1.84], [-0.31, 0.58, 1.87]], "mulliken_charge": [0.536, -0.396, -0.323, -0.345, -0.498, -0.132, -0.344, 0.245, 0.344, 0.255, 0.376, 0.232, 0.372, 0.387, 0.288], "homo_ev": -14.42, "relative_energy_kcal_mol": 127.4, "homo_lumo_gap_ha": 0.400, "total_charge": 1, "max_force_ev_per_a": 3.561}